A molecular structure, C29H40CrN3O4Si3. Source: the Open Molecules 2025 dataset; level of theory: the ωB97M-V functional and the def2-TZVPD basis.

```
80
Properties=species:S:1:pos:R:3:lowdin_charge:R:1
Cr -0.0842 -0.7398 -0.2324 0.7625
C 4.1253 -1.8476 1.7640 -0.1103
O 3.9919 -3.2236 1.5070 -0.1053
C 2.7350 -3.7165 1.1838 -0.1950
C 2.7050 -5.1055 1.2303 -0.0677
C 1.5945 -5.8270 0.8478 -0.1443
C 0.4846 -5.1266 0.4006 -0.0772
C 0.4803 -3.7469 0.3777 -0.1094
C -0.6970 -3.0134 -0.2034 -0.4540
N -0.3844 -2.4199 -1.4502 -0.1033
N -1.5693 -2.3286 -2.2240 0.0562
C -2.0278 -1.1288 -2.2171 -0.4685
O -1.5160 -0.1278 -1.5326 -0.1959
C -3.2188 -0.8233 -3.0651 -0.1260
C -3.7724 -1.7920 -3.9040 -0.0426
C -4.8780 -1.4984 -4.6864 -0.1180
C -5.4500 -0.2305 -4.6483 -0.1374
C -4.9033 0.7374 -3.8173 -0.1066
C -3.7954 0.4437 -3.0328 -0.0257
C 1.6044 -2.9623 0.7709 -0.2594
O 1.5071 -1.6488 0.7455 -0.2158
H 5.0145 -1.7100 2.3846 0.0864
H 3.2571 -1.4270 2.2641 0.0481
H 3.8420 1.2200 2.4057 0.0333
H 3.6128 -5.5929 1.5684 0.0981
H 1.6018 -6.9110 0.8849 0.0750
H -0.4044 -5.6534 0.0684 0.0969
H -1.5468 -3.7201 -0.1821 0.1286
H -3.3099 -2.7700 -3.9150 0.0969
H -5.2990 -2.2607 -5.3333 0.0845
H -6.3149 -0.0023 -5.2616 0.0801
H -5.3441 1.7275 -3.7774 0.0886
H -3.3568 1.1815 -2.3746 0.0879
C -3.1293 1.4636 0.6284 -0.1735
Si -1.6189 1.6727 1.7413 0.3903
C -2.1338 0.6655 3.2592 -0.1810
C -1.7342 3.4914 2.3184 -0.1896
C 0.0504 1.2850 1.0473 -0.4802
Si 1.3205 0.8453 2.3291 0.4288
C 3.0771 1.1413 1.6261 -0.1704
C 1.3765 2.1644 3.7427 -0.2055
C 0.9056 -0.6583 3.3668 -0.1728
Si 0.5410 2.4201 -0.2663 0.4365
C -0.8360 3.0135 -1.4193 -0.1672
C 1.4054 4.0741 0.1428 -0.1831
C 1.7075 1.4961 -1.4737 -0.2601
C 2.6846 2.0697 -2.2873 -0.0708
C 3.3950 1.2749 -3.1729 -0.0920
C 3.1122 -0.0823 -3.2424 -0.0676
C 2.1251 -0.5946 -2.4140 -0.0977
N 1.4625 0.1772 -1.5581 0.0188
H -4.0164 1.5276 1.2671 0.0217
H -3.1073 0.4880 0.1427 0.0254
H -3.2138 2.2285 -0.1466 0.0116
H -3.1704 0.9434 3.4795 0.0185
H -1.5384 0.8519 4.1511 0.0039
H -2.0982 -0.4020 3.0297 0.0346
H -2.7084 3.6931 2.7776 0.0161
H -1.6153 4.1822 1.4773 0.0044
H -0.9540 3.7253 3.0471 0.0066
H 3.0010 2.1056 1.1179 -0.0068
H 3.4001 0.4172 0.8926 -0.0043
H 4.2546 -1.2931 0.8344 0.0756
H 1.6291 3.1757 3.4090 0.0142
H 2.1368 1.8460 4.4669 0.0146
H 0.4221 2.2219 4.2737 0.0004
H 0.3835 -1.4294 2.8034 0.0274
H 0.2765 -0.3111 4.1880 0.0112
H 1.7996 -1.1073 3.8144 0.0300
H -1.5731 3.6248 -0.8918 0.0163
H -1.3449 2.1551 -1.8625 0.0092
H -0.3926 3.6233 -2.2128 0.0251
H 0.7308 4.6350 0.7983 0.0161
H 1.5332 4.6612 -0.7731 0.0133
H 2.3670 4.0165 0.6521 0.0092
H 2.8817 3.1328 -2.2159 0.0916
H 4.1610 1.7085 -3.8072 0.0917
H 3.6415 -0.7377 -3.9215 0.0927
H 1.8240 -1.6387 -2.4154 0.1095
O -1.1046 -1.9195 0.7099 -0.3031
```

Results
- LUMO energy (spin up / spin down): 0.1668 / 0.1668 Ha
- Charge: -2
- E_tot: -95441.5426 eV
- E_HOMO (spin up / spin down): -0.96 / -1.11 eV
- Expectation value of S²: 3.7987
- Multiplicity: 4
- Frontier orbital gap (spin up / spin down): 0.202 / 0.208 hartree
- Relative energy (zero: lowest compared OMol25 entry of this formula, charge and spin): 0.0 kJ/mol

A molecular structure, C29H40IrN5O3S2. Source: the Open Molecules 2025 dataset; level of theory: the ωB97M-V functional and the def2-TZVPD basis.

```
80
Properties=species:S:1:pos:R:3:lowdin_charge:R:1
Ir 0.7666 0.2493 0.1099 1.3264
C -4.1662 -5.8676 7.3832 0.0009
O -4.6933 -6.4161 6.1587 -0.0080
C -4.0062 -6.3905 5.0471 -0.2300
C -2.6917 -5.8585 4.9262 0.0257
C -2.0735 -5.8693 3.7067 0.0224
C -2.7457 -6.4248 2.5922 -0.2416
C -4.0242 -7.0178 2.7191 0.0275
C -4.6611 -6.9822 3.9227 0.0544
N -2.1591 -6.5385 1.3574 0.1760
N -1.1896 -6.0565 0.8063 0.1762
C -0.5266 -4.8551 0.6572 -0.1765
C 0.8355 -4.9476 0.4052 0.0526
C 1.6337 -3.8059 0.2476 0.0577
C 1.0309 -2.5634 0.2814 -0.2946
O 1.7000 -1.4264 0.1184 -0.2715
C -0.3850 -2.4661 0.4287 -0.1469
N -0.8883 -1.2082 0.3038 -0.0339
C -2.1890 -1.0155 0.3769 -0.0783
C -3.0774 -2.0884 0.5452 0.0078
C -2.5906 -3.3676 0.6519 0.0510
C -1.2019 -3.5896 0.6229 -0.0647
H -4.9914 -5.9068 8.0881 0.1106
H -3.8515 -4.8373 7.2280 0.0997
H -3.3409 -6.4871 7.7344 0.1118
H -2.1680 -5.4902 5.7940 0.1186
H -1.0576 -5.5153 3.6071 0.1253
H -4.4697 -7.4944 1.8604 0.1347
H -5.6396 -7.4148 4.0638 0.1408
H 1.2811 -5.9295 0.3433 0.1401
H 2.6964 -3.8918 0.0797 0.1400
H -2.5451 -0.0032 0.2609 0.1187
H -4.1385 -1.8960 0.5535 0.1286
H -3.2771 -4.2001 0.7230 0.1264
O 0.8979 1.1323 1.9445 -0.7382
S -0.1741 1.6690 2.9641 1.0481
C 0.4845 1.2355 4.5735 -0.2998
C 0.1795 2.4742 5.4095 -0.2123
C 0.6967 3.6517 4.5819 -0.1941
C 0.1966 3.4387 3.1459 -0.2738
H 1.5559 1.0969 4.4201 0.1158
H 0.0301 0.3103 4.9140 0.1021
H 0.6497 2.4029 6.3890 0.1358
H -0.8965 2.5676 5.5707 0.1264
H 1.7861 3.6697 4.5956 0.1280
H 0.3441 4.6052 4.9685 0.1313
H 0.9292 3.6630 2.3721 0.1013
H -0.7249 3.9724 2.9241 0.1023
C 2.8135 -0.5355 -2.5089 -0.1107
C 3.9156 0.0732 -1.6548 -0.2437
C 4.1314 1.5685 -1.8650 -0.1736
C 2.9337 2.4191 -1.4889 -0.1741
N 1.9052 2.4149 -2.5347 0.0613
C 0.6000 2.3202 -2.4179 -0.6605
S -0.2280 1.9941 -0.8753 0.6701
N -0.2156 2.5229 -3.4438 0.0340
C 0.1853 2.6136 -4.8560 -0.1530
C 0.4628 1.2503 -5.4730 -0.1960
C 0.6579 1.3651 -6.9845 -0.2464
C 1.8615 2.2177 -7.3649 -0.0965
H 2.8597 -1.6239 -2.4912 0.0846
H 2.8986 -0.2175 -3.5499 0.0759
H 1.7965 -0.2585 -2.1691 0.0146
H 4.8514 -0.4419 -1.8765 0.1241
H 3.7169 -0.1113 -0.5970 0.0890
H 4.4173 1.7700 -2.9008 0.1273
H 4.9672 1.9071 -1.2529 0.1283
H 3.2189 3.4589 -1.3138 0.1407
H 2.4812 2.0496 -0.5591 0.0590
H 2.2481 2.6543 -3.4590 0.1552
H -1.2013 2.3840 -3.2592 0.1383
H 1.0467 3.2798 -4.9287 0.1214
H -0.6350 3.1172 -5.3683 0.1459
H -0.3700 0.5824 -5.2420 0.1202
H 1.3590 0.8141 -5.0214 0.0945
H -0.2505 1.7678 -7.4381 0.1173
H 0.7774 0.3561 -7.3894 0.1176
H 1.6755 3.2820 -7.2200 0.0742
H 2.1158 2.0850 -8.4142 0.0852
H 2.7388 1.9422 -6.7791 0.0751
```

Results
- LUMO energy (spin up / spin down): -0.3200 / -0.3865 Ha
- Charge: +3
- E_tot: -68795.5013 eV
- E_HOMO (spin up / spin down): -15.08 / -15.88 eV
- Expectation value of S²: 8.7849
- Multiplicity: 6
- Frontier orbital gap (spin up / spin down): 0.234 / 0.197 hartree
- Relative energy (zero: lowest compared OMol25 entry of this formula, charge and spin): 35.3 kJ/mol

Q: The highest multiplicity belongs to which entry?
A: C29H40IrN5O3S2